Entry 1:
Formula: C6H11FO
Source: the Open Molecules 2025 dataset
Level of theory: ωB97M-V/def2-TZVPD

Multiplicity: 1
Net charge: 0
LUMO energy, eV: 1.0079
SMILES string: C[C@H]1[C@H](F)CO[C@@H]1C

Each line ends with the Löwdin charge.
Geometry (Å):
C 0.52038 0.30435 -2.24684  -0.003
C -0.34643 0.66687 -0.94516  -0.332
C -0.75872 -1.38553 0.22054  -0.083
C 0.37823 -0.58172 0.92465  -0.284
C 0.26556 0.81651 0.36966  -0.327
C -0.51511 1.53470 1.54023  -0.047
H 1.47483 -0.33800 -1.78343  0.140
H 0.86326 1.25541 -2.48619  0.029
H -0.04886 -0.14535 -3.05929  0.073
H -0.81935 1.73772 -1.06900  0.171
H -1.63477 -1.79104 0.85274  0.139
H -0.51069 -2.23046 -0.58133  0.157
H 0.11314 -0.58629 1.91387  0.098
H 1.28283 1.23333 0.28846  0.156
H -0.81608 2.59124 1.27423  0.085
H -1.39648 0.86695 1.81136  0.096
H 0.15837 1.58456 2.52178  0.122
O -1.37464 -0.32990 -0.59743  -0.168
F 1.67416 -1.07444 0.65752  -0.023



Entry 2:
Formula: C4H10N4
Source: the Open Molecules 2025 dataset
Level of theory: ωB97M-V/def2-TZVPD

Multiplicity: 1
Net charge: 0
LUMO energy, eV: 0.9015
SMILES string: C=NN=C(CN)CN

Each line ends with the Löwdin charge.
Geometry (Å):
C -0.70336 0.26591 1.09131  -0.283
C -0.21553 0.74088 -0.32226  -0.228
C -1.06960 0.19355 -1.60709  -0.259
C 2.78504 0.86024 0.67249  -0.047
H -0.51887 -1.44369 2.26877  0.064
H -1.37359 -1.42225 0.64761  0.129
H -0.13968 0.80703 1.82877  0.063
H -1.76706 0.74372 1.39674  0.143
H -2.00713 0.80263 -1.79146  0.113
H -0.28527 0.35806 -2.52738  0.134
H -1.93712 -1.86394 -1.78951  0.148
H -0.31990 -1.67123 -0.96030  0.138
H 3.66249 1.21450 1.18291  0.053
H 2.72352 -0.11511 0.13037  0.082
N -0.37489 -1.19064 1.26412  -0.067
N -1.28306 -1.15119 -1.20809  -0.127
N 0.98332 1.19883 -0.62463  0.010
N 1.84069 1.67270 0.34763  -0.067



Per-record gap between HOMO and LUMO, eV: 10.68; 9.97